one.
ORCA calculation (ωB97M-V/def2-TZVPD) on C20H25BrN2O3 in the gas phase.

Lowest unoccupied orbital energy, eV: 0.66
SMILES: CCCNCc1cc(OCC)c(OCC(=O)Nc2ccccc2)cc1Br
Kohn-Sham gap, eV: 8.98
Spin multiplicity: 1

Element x y z (Å)
1 C -8.40 -0.14 -0.94
2 C -6.89 -0.25 -1.11
3 C -6.16 0.85 -0.32
4 N -4.72 0.90 -0.49
5 H -4.50 1.03 -1.47
6 C -4.00 -0.26 0.01
7 C -2.53 0.02 0.11
8 C -1.59 -1.00 0.23
9 C -0.24 -0.73 0.30
10 C 0.22 0.58 0.29
11 C -0.71 1.64 0.22
12 C -2.05 1.32 0.11
13 H -2.80 2.10 0.05
14 O -0.21 2.91 0.25
15 C -1.10 4.01 0.26
16 C -1.74 4.25 1.62
17 H -0.97 4.37 2.37
18 H -2.35 5.15 1.58
19 H -2.37 3.41 1.91
20 H -1.86 3.91 -0.52
21 H -0.46 4.86 0.00
22 O 1.58 0.71 0.40
23 C 2.23 1.83 -0.17
24 C 3.71 1.53 -0.44
25 O 4.42 2.36 -0.97
26 N 4.09 0.30 -0.02
27 C 5.34 -0.32 -0.10
28 C 6.46 0.30 -0.65
29 C 7.66 -0.38 -0.70
30 C 7.77 -1.67 -0.21
31 C 6.66 -2.28 0.34
32 C 5.45 -1.62 0.40
33 H 4.58 -2.10 0.83
34 H 6.73 -3.29 0.73
35 H 8.71 -2.19 -0.25
36 H 8.52 0.11 -1.13
37 H 6.37 1.30 -1.04
38 H 3.35 -0.25 0.40
39 H 2.18 2.70 0.49
40 H 1.78 2.11 -1.13
41 H 0.48 -1.53 0.38
42 Br -2.14 -2.82 0.29
43 H -4.16 -1.16 -0.59
44 H -4.38 -0.47 1.02
45 H -6.36 0.72 0.75
46 H -6.55 1.82 -0.62
47 H -6.56 -1.23 -0.76
48 H -6.63 -0.16 -2.17
49 H -8.75 0.82 -1.31
50 H -8.90 -0.93 -1.51
51 H -8.68 -0.24 0.10



two.
ORCA calculation (ωB97M-V/def2-TZVPD) on C20H25BrN2O3 in the gas phase.

Lowest unoccupied orbital energy, eV: 0.59
SMILES: CCCNCc1cc(OCC)c(OCC(=O)Nc2ccccc2)cc1Br
Kohn-Sham gap, eV: 8.79
Spin multiplicity: 1

Element x y z (Å)
1 C 2.77 -2.31 -5.89
2 C 2.29 -1.68 -4.59
3 C 0.78 -1.78 -4.44
4 N 0.37 -1.29 -3.14
5 H 0.69 -0.33 -3.01
6 C -1.06 -1.37 -2.89
7 C -1.33 -1.02 -1.45
8 C -0.81 -1.78 -0.42
9 C -1.04 -1.46 0.91
10 C -1.81 -0.36 1.23
11 C -2.34 0.45 0.20
12 C -2.09 0.10 -1.12
13 H -2.48 0.70 -1.92
14 O -3.05 1.53 0.60
15 C -3.67 2.35 -0.37
16 C -4.46 3.42 0.37
17 H -5.20 2.96 1.01
18 H -3.79 4.01 0.99
19 H -4.95 4.07 -0.34
20 H -4.35 1.74 -0.99
21 H -2.91 2.81 -1.01
22 O -2.12 0.04 2.50
23 C -1.72 -0.78 3.57
24 C -0.21 -0.73 3.86
25 O 0.36 -1.65 4.40
26 N 0.34 0.44 3.47
27 C 1.67 0.87 3.56
28 C 1.97 2.14 3.08
29 C 3.26 2.63 3.15
30 C 4.27 1.85 3.70
31 C 3.97 0.58 4.18
32 C 2.68 0.09 4.11
33 H 2.45 -0.90 4.49
34 H 4.75 -0.03 4.61
35 H 5.28 2.23 3.75
36 H 3.49 3.61 2.77
37 H 1.19 2.75 2.65
38 H -0.30 1.10 3.04
39 H -2.02 -1.82 3.43
40 H -2.24 -0.38 4.45
41 H -0.61 -2.08 1.68
42 Br 0.23 -3.31 -0.80
43 H -1.36 -2.40 -3.08
44 H -1.65 -0.72 -3.56
45 H 0.48 -2.83 -4.49
46 H 0.28 -1.25 -5.27
47 H 2.75 -2.18 -3.74
48 H 2.59 -0.63 -4.56
49 H 2.30 -1.82 -6.75
50 H 3.85 -2.22 -5.99
51 H 2.51 -3.37 -5.92



The structure with the greatest stability is two.



one.
ORCA calculation (ωB97M-V/def2-TZVPD) on a gas-phase ion, C21H30NO (charge +1).

Charge: +1
Lowest unoccupied orbital energy, eV: -2.50
SMILES: CC1([C@](O)(C#CC[NH+]2CCCCC2)c2ccccc2)CCCC1
Kohn-Sham gap, eV: 9.18
Spin multiplicity: 1

Element x y z (Å)
1 C -0.53 -2.34 -0.26
2 H -0.80 -3.35 0.03
3 H 0.32 -2.02 0.34
4 C -1.73 -1.40 -0.05
5 C -2.15 -1.39 1.44
6 H -1.38 -1.83 2.07
7 H -2.33 -0.37 1.78
8 C -3.46 -2.17 1.50
9 H -4.07 -1.89 2.36
10 H -3.26 -3.24 1.56
11 C -4.12 -1.85 0.17
12 H -4.53 -0.83 0.20
13 H -4.93 -2.53 -0.08
14 C -2.96 -1.94 -0.81
15 H -3.14 -1.40 -1.74
16 H -2.79 -2.98 -1.07
17 C -1.33 0.03 -0.56
18 C -0.16 0.48 0.20
19 C 0.89 0.84 0.67
20 C 2.16 1.23 1.24
21 H 2.34 0.70 2.18
22 N 3.26 0.90 0.28
23 H 3.03 1.34 -0.61
24 C 4.57 1.42 0.73
25 C 5.63 1.18 -0.35
26 C 5.73 -0.31 -0.66
27 H 6.45 -0.46 -1.47
28 C 4.37 -0.85 -1.07
29 C 3.34 -0.56 0.02
30 H 3.63 -1.06 0.95
31 H 2.35 -0.91 -0.27
32 H 4.42 -1.92 -1.23
33 H 4.04 -0.39 -2.01
34 H 6.10 -0.84 0.21
35 H 6.58 1.56 0.01
36 H 5.37 1.74 -1.25
37 H 4.48 2.49 0.94
38 H 4.85 0.91 1.65
39 H 2.18 2.30 1.43
40 C -2.45 1.05 -0.41
41 C -3.37 1.23 -1.43
42 C -4.41 2.14 -1.30
43 C -4.53 2.89 -0.14
44 C -3.59 2.74 0.87
45 C -2.56 1.83 0.73
46 H -1.82 1.75 1.52
47 H -3.66 3.34 1.77
48 H -5.34 3.59 -0.03
49 H -5.12 2.25 -2.10
50 H -3.30 0.65 -2.35
51 O -0.90 -0.10 -1.91
52 H -1.12 0.71 -2.38
53 H -0.25 -2.34 -1.31



two.
ORCA calculation (ωB97M-V/def2-TZVPD) on a gas-phase ion, C21H30NO (charge +1).

Charge: +1
Lowest unoccupied orbital energy, eV: -2.09
SMILES: CCCC[N+](CC#CCO)(CC#Cc1ccccc1)CCCC
Kohn-Sham gap, eV: 9.49
Spin multiplicity: 1

Element x y z (Å)
1 C 3.34 -2.37 0.67
2 H 4.06 -2.69 1.42
3 C 2.01 -2.05 1.34
4 H 2.13 -1.21 2.03
5 H 1.70 -2.92 1.92
6 C 0.89 -1.75 0.33
7 C 1.08 -0.35 -0.26
8 H 0.90 0.37 0.53
9 H 2.12 -0.25 -0.59
10 N 0.21 0.02 -1.42
11 C 0.73 -0.53 -2.70
12 C 0.67 -1.97 -2.79
13 C 0.62 -3.16 -2.94
14 C 0.61 -4.61 -2.90
15 O 0.88 -4.99 -1.56
16 H 0.92 -5.95 -1.51
17 H -0.37 -4.98 -3.23
18 H 1.38 -4.99 -3.58
19 H 0.14 -0.10 -3.52
20 H 1.77 -0.21 -2.82
21 C -1.19 -0.48 -1.21
22 C -1.74 -0.03 0.05
23 C -2.19 0.36 1.10
24 C -2.71 0.79 2.33
25 C -3.67 1.81 2.37
26 C -4.18 2.22 3.59
27 C -3.74 1.64 4.77
28 C -2.78 0.64 4.73
29 C -2.27 0.21 3.52
30 H -1.53 -0.58 3.48
31 H -2.44 0.18 5.65
32 H -4.14 1.97 5.71
33 H -4.92 3.01 3.62
34 H -4.02 2.25 1.45
35 H -1.17 -1.57 -1.24
36 H -1.81 -0.12 -2.04
37 C 0.13 1.51 -1.51
38 C 1.46 2.26 -1.65
39 H 1.99 1.93 -2.54
40 H 2.09 2.08 -0.78
41 C 1.21 3.77 -1.76
42 C 0.65 4.39 -0.49
43 H 0.63 5.47 -0.59
44 H 1.28 4.15 0.36
45 H -0.36 4.06 -0.28
46 H 2.17 4.24 -2.00
47 H 0.54 3.96 -2.60
48 H -0.50 1.75 -2.38
49 H -0.39 1.85 -0.62
50 H 0.92 -2.52 -0.44
51 H -0.07 -1.80 0.85
52 H 3.76 -1.51 0.15
53 H 3.21 -3.18 -0.05



The structure with the greatest stability is one.



one.
ORCA calculation (ωB97M-V/def2-TZVPD) on 2 unconnected molecules or ions with the total composition C4H7N.

Lowest unoccupied orbital energy, eV: 0.85
SMILES: C#CC=C.N
Kohn-Sham gap, eV: 8.72
Spin multiplicity: 1

Element x y z (Å)
1 N -1.16 0.34 1.28
2 C -0.21 0.57 -0.65
3 C -0.66 1.22 -1.59
4 H -1.93 1.01 1.20
5 H -1.49 -0.61 1.09
6 H -1.38 1.91 -1.99
7 C 1.26 -1.39 -0.25
8 C 1.04 -0.06 -0.13
9 H 2.14 -1.87 0.17
10 H 0.50 -2.06 -0.64
11 H 1.86 0.59 0.14
12 H 0.02 0.35 1.37



two.
ORCA calculation (ωB97M-V/def2-TZVPD) on C4H7N in the gas phase.

Lowest unoccupied orbital energy, eV: 1.01
SMILES: C=N/C=C/C
Kohn-Sham gap, eV: 9.50
Spin multiplicity: 1

Element x y z (Å)
1 C -0.34 1.66 -0.15
2 C 0.64 -0.62 -0.87
3 C 0.29 0.33 0.13
4 C -0.20 -1.72 0.69
5 N 0.62 -1.85 -0.39
6 H 0.85 -0.40 -1.91
7 H 0.89 0.29 1.03
8 H -1.24 -1.45 0.54
9 H 0.01 -2.31 1.58
10 H -0.97 1.64 -1.05
11 H 0.42 2.44 -0.29
12 H -0.97 1.97 0.69



The structure with the greatest stability is two.



one.
ORCA calculation (ωB97M-V/def2-TZVPD) on a gas-phase ion, C5H10NO (charge -1).

Charge: -1
Lowest unoccupied orbital energy, eV: 3.99
SMILES: [O-]C[C@@H]1CCCN1
Kohn-Sham gap, eV: 5.94
Spin multiplicity: 1

Element x y z (Å)
1 N -0.65 -0.46 0.90
2 C -1.16 -1.29 -0.17
3 C -0.39 -0.78 -1.49
4 C 0.64 0.23 -1.00
5 C 0.54 0.30 0.47
6 C 0.45 1.69 1.29
7 O 1.50 2.44 1.00
8 H -0.36 -1.01 1.73
9 H -0.78 -2.47 -0.15
10 H -2.27 -1.22 -0.22
11 H 0.22 -1.66 -1.82
12 H -1.14 -0.50 -2.18
13 H 1.62 0.06 -1.40
14 H 0.36 1.20 -1.39
15 H 1.48 -0.17 0.89
16 H -0.59 2.07 1.12
17 H 0.52 1.54 2.43



two.
ORCA calculation (ωB97M-V/def2-TZVPD) on a gas-phase ion, C5H10NO (charge -1).

Charge: -1
Lowest unoccupied orbital energy, eV: 3.73
SMILES: C=C(N)CCC[O-]
Kohn-Sham gap, eV: 5.86
Spin multiplicity: 1

Element x y z (Å)
1 C -0.39 2.28 0.94
2 O 0.43 3.00 1.76
3 C 0.32 0.85 0.86
4 C -0.51 0.01 -0.10
5 C 0.09 -1.33 -0.57
6 C -0.78 -2.45 -0.66
7 N 1.26 -1.18 -1.46
8 H -1.47 2.09 1.30
9 H -0.47 2.78 -0.11
10 H 1.40 1.20 0.44
11 H 0.65 0.36 1.77
12 H -0.76 0.56 -0.95
13 H -1.29 -0.17 0.60
14 H -0.77 -3.32 -1.42
15 H -1.39 -2.32 0.23
16 H 1.93 -2.02 -1.36
17 H 1.75 -0.33 -1.28



The structure with the greatest stability is one.



one.
ORCA calculation (ωB97M-V/def2-TZVPD) on C4H11NP2 in the gas phase.

Lowest unoccupied orbital energy (spin up / spin down), eV: 0.33 / -0.32
Kohn-Sham gap (spin up / spin down), eV: 6.89 / 5.66
Spin multiplicity: 1

Element x y z (Å)
1 C -0.69 -0.73 2.51
2 C -0.49 0.90 -0.60
3 C -0.62 0.74 -2.06
4 C 1.74 -0.04 -0.26
5 N 0.50 0.54 0.22
6 P -2.00 -1.10 1.32
7 P 0.41 0.77 1.94
8 H -1.05 -0.28 3.39
9 H 0.11 -1.50 2.94
10 H -1.29 1.18 -0.08
11 H -0.70 -0.31 -2.45
12 H 0.37 0.97 -2.32
13 H -1.48 1.35 -2.44
14 H 2.37 -0.32 0.72
15 H 1.51 -0.97 -0.62
16 H 2.16 0.69 -1.04
17 H -1.22 -2.11 0.42
18 H -0.84 1.66 1.97



two.
ORCA calculation (ωB97M-V/def2-TZVPD) on C4H11NP2 in the gas phase.

Lowest unoccupied orbital energy, eV: 0.02
SMILES: CC/P=N/PCC
Kohn-Sham gap, eV: 8.38
Spin multiplicity: 1

Element x y z (Å)
1 C 2.63 -0.28 0.69
2 C -2.05 -0.75 -0.50
3 C 2.60 0.72 -0.43
4 C -2.68 0.36 0.22
5 N 0.10 1.09 0.03
6 P 1.32 2.01 0.06
7 P -1.71 1.95 0.14
8 H 3.21 -1.13 0.45
9 H 3.04 0.16 1.63
10 H 1.45 -0.61 0.89
11 H -2.60 -1.22 -1.25
12 H -1.05 -0.36 -0.99
13 H -1.52 -1.41 0.18
14 H 2.13 0.23 -1.33
15 H 3.52 1.23 -0.73
16 H -2.97 0.13 1.26
17 H -3.59 0.70 -0.37
18 H -2.02 2.01 -1.14



The structure with the greatest stability is two.



one.
ORCA calculation (ωB97M-V/def2-TZVPD) on C4H7FS in the gas phase.

Lowest unoccupied orbital energy, eV: 0.90
SMILES: CCS/C=C/F
Kohn-Sham gap, eV: 9.75
Spin multiplicity: 1

Element x y z (Å)
1 C 1.48 1.59 -0.12
2 C 1.93 0.17 0.28
3 C -0.74 -0.49 0.43
4 C -1.63 0.07 -0.42
5 H 2.27 2.33 0.03
6 H 0.64 1.91 0.48
7 H 1.15 1.63 -1.16
8 H 2.15 0.08 1.41
9 H 2.91 -0.08 -0.25
10 H -0.96 -0.51 1.49
11 H -1.54 0.19 -1.48
12 F -2.78 0.50 0.17
13 S 0.76 -1.13 -0.19



two.
ORCA calculation (ωB97M-V/def2-TZVPD) on C4H7FS in the gas phase.

Lowest unoccupied orbital energy, eV: 0.97
SMILES: F[C@@H]1CCSC1
Kohn-Sham gap, eV: 9.70
Spin multiplicity: 1

Element x y z (Å)
1 C -0.90 -0.33 0.35
2 C -0.32 0.96 -0.24
3 C 1.18 0.94 0.07
4 C 0.00 -1.46 -0.13
5 H -0.90 -0.26 1.45
6 H -0.82 1.82 0.18
7 H -0.51 0.92 -1.31
8 H 1.77 1.54 -0.64
9 H 1.39 1.28 1.09
10 H -0.26 -1.70 -1.17
11 H -0.11 -2.37 0.47
12 F -2.20 -0.52 -0.09
13 S 1.69 -0.83 -0.03



The structure with the greatest stability is two.